# 1
81
Properties=species:S:1:pos:R:3:forces:R:3 method="wB97M-V/def2-TZVPD" de_lowest_kj_mol=0.0 e_lumo_ha="-0.3198 / -0.3213" total_charge=+2 homo_lumo_gap_ha="0.1157 / 0.1141" homo_energy_ev="-11.9 / -11.8" fmax_ev_per_a=2.153
Sn -1.8685 -1.4818 0.6360 0.15 -1.42 0.48
C 0.7099 2.5899 0.7317 0.25 0.16 -0.15
C 0.0558 2.6297 -0.5326 0.34 0.43 -0.28
C -1.5408 2.2574 1.0753 -0.13 0.09 -0.02
C -0.2720 2.3249 1.7217 0.04 0.26 0.17
C -1.3295 2.4203 -0.3222 -0.43 -0.01 0.07
C 2.1421 2.8633 0.9755 0.31 -0.30 -0.06
H 2.7524 2.5389 0.1198 -0.14 0.13 0.31
H 2.4853 2.3416 1.8761 0.02 0.16 -0.21
H 2.3326 3.9392 1.1274 -0.16 -0.23 -0.06
C -0.0617 2.2330 3.1767 0.39 -0.29 0.23
H 1.0032 2.1295 3.4071 -0.25 0.09 0.09
H -0.5781 1.3516 3.5744 -0.02 0.15 0.07
H -0.4496 3.1095 3.7175 0.03 -0.14 -0.19
C -2.8363 2.1685 1.7788 -0.43 -0.15 0.07
H -2.9869 3.0320 2.4544 0.10 -0.38 -0.21
H -2.8870 1.2587 2.3993 0.01 0.29 0.06
H -3.6777 2.1375 1.0805 0.12 0.08 0.14
C -2.3797 2.4426 -1.3596 -0.01 -0.20 -0.33
H -2.8002 3.4519 -1.4878 0.09 -0.17 0.07
H -3.2046 1.7740 -1.0901 0.05 0.18 -0.13
H -1.9674 2.1326 -2.3279 -0.18 0.10 0.17
C 0.6689 2.9798 -1.8360 0.36 -0.05 -0.07
H 0.3027 3.9568 -2.1994 -0.02 -0.32 0.17
H 0.4220 2.2331 -2.6072 0.01 0.19 0.20
H 1.7596 3.0533 -1.7547 -0.30 -0.04 -0.09
C 2.3195 -2.1807 -0.6957 -0.16 0.42 0.31
C 2.8638 -1.0445 -1.1460 0.40 -0.02 0.08
C 2.8216 -0.4472 -2.5316 0.16 0.07 -0.38
C 2.0001 -1.1191 -3.6479 0.81 0.15 -0.41
C 0.5162 -1.1354 -3.5572 -0.94 -0.19 0.29
C -0.2319 -1.9804 -2.8262 -0.91 0.77 0.20
C 0.1446 -2.9913 -1.7739 0.40 -0.82 -0.92
C 1.6409 -3.2351 -1.4999 -0.31 0.07 0.75
H 3.8543 -0.3722 -2.9194 -0.25 -0.06 0.27
H 2.3501 -2.1516 -3.8068 -0.10 0.44 0.08
H 2.4971 0.6055 -2.4620 0.04 -0.20 0.18
H 2.2018 -3.4126 -2.4440 -0.89 0.16 0.83
H 2.3794 -2.4320 0.3659 0.51 0.24 -0.12
H 3.5658 -0.5222 -0.4783 -0.66 0.06 -0.01
H 1.7054 -4.1672 -0.9167 0.03 0.15 -0.24
H -0.3536 -2.7302 -0.7927 0.05 0.13 0.14
H -1.3302 -1.9309 -2.9993 0.75 -0.01 0.10
H -0.3378 -3.9730 -2.0180 0.21 0.75 0.03
H 2.2600 -0.5882 -4.5769 -0.01 -0.11 0.26
H -0.0416 -0.4733 -4.2592 0.44 -0.57 0.55
P 2.0843 -4.4873 -4.2558 0.21 0.04 -0.86
C 3.1848 -5.8487 -3.6971 -0.11 -0.07 -0.25
C 2.9238 -3.9659 -5.8211 0.09 -0.39 0.00
P -0.9263 -4.2443 -5.1050 0.41 -0.86 -0.60
C 0.5649 -5.3601 -4.8028 -0.13 -0.16 -0.22
C -0.5258 -3.8072 -6.8542 -0.14 0.42 0.02
C -2.1772 -5.5426 -5.5138 -0.02 0.10 0.20
H 2.6730 -6.4298 -2.9191 0.15 0.06 -0.20
H 4.1030 -5.4283 -3.2621 -0.22 -0.14 -0.20
H 3.4317 -6.4938 -4.5522 0.06 -0.01 0.38
H 3.2637 -4.8571 -6.3696 -0.03 0.34 -0.05
H 3.7964 -3.3436 -5.5644 -0.25 -0.29 -0.07
H 2.2701 -3.3687 -6.4666 0.13 -0.17 0.22
H -1.8299 -6.2199 -6.3045 -0.11 0.13 0.19
H -3.0948 -5.0310 -5.8381 0.22 -0.21 0.02
H -2.4130 -6.1154 -4.6105 -0.02 0.01 -0.18
H 0.2760 -6.0622 -4.0022 0.16 0.13 -0.24
H 0.8193 -5.9287 -5.7119 -0.36 -0.11 0.21
H -1.4107 -3.3487 -7.3135 0.17 -0.14 0.03
H -0.2400 -4.7015 -7.4239 -0.06 0.24 0.10
H 0.2765 -3.0644 -6.8978 -0.13 -0.13 -0.05
F 0.4653 -3.9434 2.0575 -0.87 0.67 0.96
C -0.2439 -3.2097 2.9480 1.39 -1.07 0.39
F 0.3126 -3.3458 4.1764 -1.14 0.21 -1.78
F -0.0268 -1.8836 2.5556 -0.41 -0.56 -0.07
C -1.7934 -3.5329 2.8428 -0.28 0.36 -0.06
O -2.2575 -3.2768 1.5530 0.87 1.88 -0.58
C -2.1830 -5.0432 2.9985 -0.15 -1.68 0.72
F -1.8140 -5.5704 4.2016 -0.41 0.92 -1.33
F -3.5250 -5.1771 2.8493 1.51 0.24 0.29
F -1.5897 -5.7750 2.0240 -0.42 0.91 0.93
C -2.5756 -2.5601 3.8117 -1.01 -0.48 1.12
F -2.2320 -2.6485 5.1156 -0.30 0.14 -1.82
F -2.3208 -1.2536 3.3913 -0.18 -0.60 0.13
F -3.9114 -2.7307 3.6867 1.59 0.28 0.18

# 2
85
Properties=species:S:1:pos:R:3:forces:R:3 method="wB97M-V/def2-TZVPD" e_lumo_ha="-0.1793 / -0.3387" total_charge=+2 homo_lumo_gap_ha="0.2821 / 0.1425" homo_energy_ev="-12.6 / -13.1" fmax_ev_per_a=1.236 spin_multiplicity=6
Ir 0.1184 -0.2482 1.5415 0.74 -0.08 0.92
C 2.9098 5.8060 -0.1722 -0.03 0.00 -0.09
C 1.9569 4.8821 0.5796 0.09 0.27 0.27
C 2.7194 4.2979 1.7742 -0.10 -0.08 -0.20
C 0.7185 5.6763 1.0006 0.03 -0.11 -0.05
N 1.5318 3.7805 -0.3533 -0.27 -0.38 0.11
C 1.9404 3.6945 -1.6675 0.10 -0.13 -0.27
C 1.3900 2.5897 -2.2082 0.01 0.11 -0.14
N 0.6144 1.9950 -1.2378 -0.11 0.03 0.29
B -0.0513 0.6371 -1.2871 0.69 0.05 -0.07
N 0.7836 -0.4167 -2.0027 -0.21 -0.30 0.20
C 0.5797 -1.0554 -3.2044 0.05 0.03 -0.14
C 1.4675 -2.0655 -3.2795 -0.12 0.04 -0.14
N 2.2062 -2.0864 -2.1094 -0.34 0.26 0.29
C 1.7705 -1.0664 -1.3272 0.20 -0.05 -0.42
S 2.3497 -0.4814 0.1934 -0.27 -0.14 0.53
C 3.2326 -3.1789 -1.9133 0.32 -0.33 -0.07
C 3.8430 -3.2224 -0.5192 -0.17 0.27 0.04
C 4.3284 -2.9478 -2.9536 -0.04 0.06 -0.02
C 2.5248 -4.5146 -2.1638 -0.07 0.09 -0.04
N -1.5386 0.6750 -1.6409 -0.49 0.28 -0.18
C -2.1470 1.3778 -2.6315 0.60 -0.10 0.15
C -3.4955 1.2434 -2.4805 -0.44 -0.10 0.22
N -3.7284 0.4590 -1.3919 0.31 0.16 -0.43
C -2.5133 0.1196 -0.8653 0.02 -0.46 0.41
S -2.2315 -0.8493 0.5119 -0.28 0.35 -0.19
C -5.1095 0.0615 -0.9317 -0.57 -0.19 0.22
C -5.2729 -1.4531 -1.1087 0.19 0.17 0.00
C -6.1282 0.7785 -1.8112 0.08 0.06 -0.11
C -5.3357 0.5100 0.5181 0.27 -0.01 -0.15
C 0.7149 2.7259 -0.0977 0.17 0.20 -0.42
S -0.0851 2.3361 1.3738 0.02 -0.51 0.46
H 3.2240 6.5905 0.5126 0.00 0.01 0.00
H 2.4300 6.2848 -1.0270 0.02 0.03 0.03
H 3.8044 5.2776 -0.5049 0.02 0.05 0.03
H 3.0968 5.1147 2.3879 -0.01 0.02 -0.04
H 3.5696 3.7080 1.4276 0.00 0.01 0.02
H 2.0918 3.6753 2.4008 -0.11 -0.11 0.07
H 1.0186 6.5026 1.6436 0.04 -0.01 -0.01
H 0.0093 5.0648 1.5529 -0.02 -0.03 0.03
H 0.2182 6.0924 0.1247 0.00 0.01 0.01
H 2.5991 4.4086 -2.1248 -0.05 -0.02 0.06
H 1.4804 2.1859 -3.2020 0.06 -0.01 0.03
H -0.0508 0.2448 -0.1356 -0.15 0.08 -0.58
H -0.1597 -0.7305 -3.9162 0.00 -0.04 0.01
H 1.6215 -2.7674 -4.0782 0.05 0.01 0.06
H 4.4527 -2.3473 -0.3072 -0.01 0.06 0.04
H 4.4921 -4.0958 -0.4673 -0.02 0.01 -0.08
H 3.0823 -3.3288 0.2521 -0.03 0.02 0.07
H 4.7975 -1.9728 -2.8162 0.01 -0.01 0.01
H 3.9368 -3.0090 -3.9697 0.04 0.01 0.00
H 5.0949 -3.7140 -2.8472 -0.01 -0.01 0.02
H 1.6967 -4.6495 -1.4675 -0.03 -0.01 0.02
H 3.2338 -5.3245 -2.0025 0.02 0.02 -0.02
H 2.1514 -4.6022 -3.1837 0.00 -0.06 0.04
H -1.5886 1.9323 -3.3672 -0.03 0.01 -0.01
H -4.2886 1.6632 -3.0721 0.07 -0.01 0.02
H -5.1349 -1.7365 -2.1530 -0.01 0.00 0.00
H -6.2781 -1.7426 -0.8069 -0.01 0.06 0.00
H -4.5707 -2.0107 -0.4953 0.05 -0.07 0.06
H -6.0532 0.4815 -2.8586 -0.05 -0.03 0.02
H -6.0380 1.8637 -1.7358 -0.07 -0.01 0.03
H -7.1205 0.5024 -1.4628 -0.01 0.00 0.00
H -4.7335 -0.0549 1.2236 0.07 -0.04 0.07
H -6.3798 0.3452 0.7772 -0.01 0.00 -0.04
H -5.1164 1.5725 0.6334 -0.03 -0.01 0.01
B 0.2091 -2.9103 4.2561 0.73 -0.72 0.69
N 0.1095 -1.4033 4.5561 -0.27 0.41 0.39
C 0.0865 -0.9279 5.8059 -0.07 -0.19 -0.23
C 0.0944 0.4584 5.7757 0.06 0.27 -0.29
C 0.1220 0.7690 4.4290 -0.02 0.12 0.61
N 0.1344 -0.3643 3.6996 0.06 0.30 -0.88
N -0.0894 -3.2789 2.7974 -0.47 -0.28 -0.41
C -0.4180 -4.5166 2.3947 -0.02 0.13 0.11
C -0.4784 -4.5438 1.0120 0.08 0.21 -0.24
C -0.1627 -3.2443 0.6348 -0.13 -0.46 -0.09
N 0.0762 -2.4971 1.7276 -0.04 0.61 -0.37
H -0.5439 -3.5120 4.9735 -0.22 0.12 -0.12
H 1.3276 -3.2906 4.5258 0.05 0.18 -0.19
H 0.0584 -1.6043 6.6437 0.02 -0.05 -0.03
H 0.0898 1.1406 6.6069 -0.02 -0.04 0.02
H 0.1326 1.7373 3.9571 0.02 -0.05 -0.04
H -0.5895 -5.3026 3.1108 0.04 0.05 0.07
H -0.7145 -5.3799 0.3769 -0.01 -0.01 0.04
H -0.0972 -2.8132 -0.3527 0.05 0.01 0.02

| no. | DFT total energy (eV) |
| --- | --- |
| 1 | -79559.430 |
| 2 | -80266.920 |